1.
This record from the OMol25 dataset describes a gas-phase ion, C12H11N2O (charge +1) at a distorted geometry. The level of theory is ωB97M-V/def2-TZVPD.

Geometry as XYZ:
```
26
C12H11N2O ωB97M-V/def2-TZVPD
H 0.303 -1.471 3.979
N 0.028 -1.203 3.036
C 0.615 -1.810 2.149
C 1.654 -2.813 1.998
C 0.144 -1.342 0.560
O 1.382 -0.788 0.045
C 1.102 0.394 -0.581
C 2.004 1.246 -1.202
C 1.469 2.258 -1.998
C 0.157 2.576 -2.093
C -0.794 1.767 -1.404
C -2.242 1.770 -1.352
C -2.951 0.853 -0.577
C -2.299 -0.152 0.144
N -0.970 -0.268 0.004
C -0.253 0.690 -0.654
H 2.421 -2.469 1.464
H 1.228 -3.850 1.540
H 2.160 -3.058 2.849
H -0.185 -2.309 0.291
H 3.007 1.127 -1.201
H 2.024 3.017 -2.523
H -0.306 3.308 -2.638
H -2.943 2.481 -1.950
H -4.079 1.003 -0.635
H -2.676 -0.957 0.751
```

Its largest force on an atom is 0.1036 Eh/bohr. As for the lowest unoccupied orbital energy: -4.59 eV. The calculation puts the energy above the lowest of the compared OMol25 structures with the same formula, charge and spin at 0.957 eV. The HOMO energy is -12.26 eV. As for the spin multiplicity: 1. The net charge is +1. As for the SMILES: [H]/N=C(\C)[C@@H]1Oc2cccc3ccc[n+]1c23.

Charges obtained by Mulliken population analysis, quoted in units of e:
1 H 0.2923
2 N -0.5005
3 C 0.5274
4 C -1.3509
5 C -0.1669
6 O -0.3406
7 C 0.4835
8 C -1.0408
9 C -0.5084
10 C -0.7287
11 C 0.1323
12 C -0.2669
13 C -0.6620
14 C 0.0445
15 N 0.0518
16 C 0.8817
17 H 0.4142
18 H 0.2666
19 H 0.4774
20 H 0.4281
21 H 0.5764
22 H 0.3707
23 H 0.5266
24 H 0.3197
25 H 0.3171
26 H 0.4555


2.
This record from the OMol25 dataset describes 5 unconnected molecules or ions with the total composition C24H46Cl2N5O8 at a distorted geometry. The level of theory is ωB97M-V/def2-TZVPD.

Geometry as XYZ:
```
85
C24H46Cl2N5O8 ωB97M-V/def2-TZVPD
C -1.077 0.329 5.510
C -1.199 -1.266 5.309
Cl -0.692 -2.376 6.651
C -1.701 -1.733 4.068
Cl -1.877 -3.514 3.715
N -2.051 -0.742 3.064
C -1.258 -0.101 2.196
N -1.874 0.906 1.314
C -0.686 1.292 0.568
N 0.446 0.565 1.034
N 0.127 -0.303 2.050
C 1.166 -1.165 2.624
C 2.473 -0.296 3.066
C 2.395 0.057 4.649
N 3.784 0.082 5.242
H -0.836 0.618 6.578
H -2.069 0.773 5.141
H -0.281 0.664 4.758
H -3.060 -0.493 3.011
H -0.761 2.064 -0.269
H 1.373 0.701 0.614
H 1.553 -1.848 1.782
H 0.902 -1.792 3.520
H 2.631 0.621 2.422
H 3.342 -1.042 2.988
H 1.865 1.066 4.795
H 1.835 -0.763 5.228
H 3.793 -0.426 6.136
H 4.004 1.060 5.463
O 0.583 2.656 -1.878
C 1.373 2.214 -2.686
O 1.049 1.141 -3.421
C 1.823 0.655 -4.529
C 2.929 -0.267 -4.058
C 2.752 2.797 -2.810
H 2.195 1.481 -5.140
H 1.131 0.094 -5.160
H 3.637 0.253 -3.409
H 3.477 -0.677 -4.910
H 2.514 -1.094 -3.476
H 3.398 2.354 -2.051
H 2.688 3.873 -2.649
H 3.198 2.662 -3.794
O 3.590 -1.041 -0.286
C 4.586 -1.430 -0.859
O 4.587 -2.628 -1.459
C 5.636 -3.101 -2.321
C 6.754 -3.738 -1.521
C 5.854 -0.625 -0.828
H 5.991 -2.305 -2.980
H 5.182 -3.854 -2.967
H 7.227 -3.020 -0.849
H 7.519 -4.144 -2.186
H 6.364 -4.546 -0.898
H 6.394 -0.842 0.094
H 5.593 0.434 -0.855
H 6.506 -0.799 -1.683
O -6.245 5.317 -2.972
C -5.432 4.521 -2.571
O -5.716 3.747 -1.507
C -4.907 2.647 -1.070
C -3.790 3.117 -0.161
C -4.062 4.444 -3.187
H -4.540 2.068 -1.922
H -5.570 1.984 -0.511
H -3.109 3.798 -0.679
H -3.214 2.268 0.211
H -4.198 3.667 0.691
H -3.424 5.206 -2.738
H -4.154 4.631 -4.257
H -3.590 3.466 -3.088
O -5.210 -0.461 1.425
C -4.831 -1.101 0.469
O -5.686 -1.408 -0.517
C -5.300 -1.991 -1.771
C -5.213 -3.500 -1.668
C -3.431 -1.638 0.421
H -4.376 -1.541 -2.145
H -6.082 -1.724 -2.484
H -4.450 -3.811 -0.951
H -4.974 -3.939 -2.639
H -6.162 -3.912 -1.318
H -3.385 -2.577 0.975
H -2.775 -0.904 0.891
H -3.049 -1.790 -0.588
```

Its largest force on an atom is 0.1424 Eh/bohr. As for the lowest unoccupied orbital energy: -2.81 eV. The calculation puts the energy above the lowest of the compared OMol25 structures with the same formula, charge and spin at 2.532 eV. The HOMO energy is -11.47 eV. As for the spin multiplicity: 1. The net charge is +1.

Charges obtained by Mulliken population analysis, quoted in units of e:
1 C -0.5471
2 C 0.3602
3 Cl -0.1249
4 C -0.4259
5 Cl -0.1202
6 N 0.2254
7 C 0.1160
8 N -0.4256
9 C -0.3604
10 N -0.2048
11 N 0.5075
12 C -0.3707
13 C -0.4701
14 C -0.1597
15 N -0.6909
16 H 0.3425
17 H 0.3150
18 H -0.0817
19 H 0.3515
20 H 0.5616
21 H 0.2758
22 H 0.2716
23 H 0.2198
24 H 0.1992
25 H 0.2896
26 H 0.2575
27 H 0.0943
28 H 0.2599
29 H 0.2664
30 O -0.6311
31 C 0.8336
32 O -0.3406
33 C -0.6483
34 C -0.6974
35 C -0.9353
36 H 0.3763
37 H 0.3347
38 H 0.1190
39 H 0.4284
40 H 0.2972
41 H 0.1325
42 H 0.3432
43 H 0.3346
44 O -0.5263
45 C 0.7593
46 O -0.3555
47 C -0.3735
48 C -1.0392
49 C -1.0686
50 H 0.3060
51 H 0.3650
52 H 0.2839
53 H 0.3681
54 H 0.3063
55 H 0.3398
56 H 0.2591
57 H 0.3917
58 O -0.5584
59 C 0.6870
60 O -0.3944
61 C -0.5064
62 C 0.1348
63 C -0.8099
64 H 0.3594
65 H 0.2851
66 H 0.2664
67 H -0.4294
68 H 0.3150
69 H 0.2295
70 H 0.3216
71 H 0.2445
72 O -0.5879
73 C 0.7755
74 O -0.3659
75 C -0.2958
76 C -1.0065
77 C -0.3504
78 H 0.2871
79 H 0.3801
80 H 0.2631
81 H 0.3660
82 H 0.3032
83 H 0.2717
84 H -0.4876
85 H 0.4077


3.
This record from the OMol25 dataset describes CH4ClPS2 in the gas phase at a distorted geometry. The level of theory is ωB97M-V/def2-TZVPD.

Geometry as XYZ:
```
9
CH4ClPS2 ωB97M-V/def2-TZVPD
C -1.054 0.058 0.752
P 0.615 -0.114 0.004
S 1.470 -1.851 0.133
S 0.287 0.576 -1.982
Cl 1.638 1.374 0.896
H -1.467 1.038 0.522
H -1.688 -0.725 0.342
H -0.961 -0.071 1.829
H 1.162 -0.284 -2.495
```

Its largest force on an atom is 0.0222 Eh/bohr. As for the lowest unoccupied orbital energy: 0.39 eV. The calculation puts the energy above the lowest of the compared OMol25 structures with the same formula, charge and spin at 0.000 eV. The HOMO energy is -9.24 eV. As for the spin multiplicity: 1. The net charge is 0. As for the SMILES: C[P@@](=S)(S)Cl.

Charges obtained by Mulliken population analysis, quoted in units of e:
1 C -0.9539
2 P 0.6316
3 S -0.3661
4 S -0.2761
5 Cl -0.2018
6 H 0.3551
7 H 0.3152
8 H 0.3159
9 H 0.1802


4.
This record from the OMol25 dataset describes a molecular structure, C67H76N9O3PY. The level of theory is ωB97M-V/def2-TZVPD.

Geometry as XYZ:
```
157
C67H76N9O3PY ωB97M-V/def2-TZVPD
Y -0.327 -0.370 -0.322
C 4.560 5.250 -1.503
C 4.592 3.855 -2.135
C 3.262 3.161 -2.094
C 2.288 3.135 -3.079
C 2.356 3.751 -4.445
C 2.487 2.729 -5.578
C 1.204 2.403 -2.530
N 1.488 1.970 -1.256
C 2.718 2.456 -0.988
C 3.477 2.250 0.251
C 3.020 1.645 1.342
C 3.635 0.739 2.387
C 5.113 0.441 2.208
C 5.742 -0.568 3.166
C 1.763 0.017 3.554
C 0.471 0.906 3.437
C -0.883 0.405 3.770
C -1.869 0.213 2.878
N -1.831 0.437 1.493
C -3.103 0.368 1.065
C -3.589 0.707 -0.191
C -2.878 1.213 -1.300
N -1.535 1.246 -1.459
C -1.296 1.990 -2.627
C -0.097 2.422 -3.096
C -2.566 2.350 -3.224
C -3.542 1.875 -2.413
C -5.026 2.040 -2.544
C -5.604 3.135 -1.639
C -2.736 3.240 -4.415
C -2.726 4.726 -4.041
C -4.004 -0.055 2.169
C -3.246 -0.165 3.266
C -3.670 -0.531 4.654
C -4.028 0.692 5.506
C -5.470 -0.303 2.028
C -5.784 -1.627 1.322
N 1.707 1.082 1.447
C 1.691 -1.196 4.474
C 0.541 -2.191 4.312
H 5.548 5.719 -1.495
H 4.198 5.193 -0.474
H 3.875 5.901 -2.051
H 5.349 3.251 -1.626
H 4.930 3.934 -3.172
H 3.210 4.433 -4.486
H 1.473 4.375 -4.625
H 3.352 2.084 -5.409
H 2.601 3.215 -6.551
H 1.608 2.082 -5.625
H 4.523 2.543 0.234
H 5.624 1.406 2.325
H 5.293 0.137 1.175
H 5.810 -0.178 4.184
H 6.756 -0.814 2.844
H 5.176 -1.504 3.200
H -1.106 0.207 4.813
H -4.659 0.621 -0.323
H -0.159 2.964 -4.037
H -5.515 1.089 -2.311
H -5.274 2.259 -3.585
H -5.373 2.928 -0.593
H -6.689 3.209 -1.746
H -5.172 4.108 -1.883
H -3.673 2.995 -4.922
H -1.939 3.058 -5.137
H -3.528 4.952 -3.336
H -2.854 5.359 -4.923
H -1.781 4.990 -3.561
H -2.867 -1.094 5.139
H -4.525 -1.208 4.602
H -3.178 1.373 5.586
H -4.330 0.401 6.515
H -4.850 1.247 5.049
H -5.923 0.527 1.477
H -5.931 -0.297 3.019
H -5.241 -1.708 0.377
H -6.853 -1.719 1.116
H -5.481 -2.474 1.944
H 1.712 -0.818 5.503
H 2.641 -1.726 4.342
H 0.198 -2.253 3.279
H -0.319 -1.923 4.926
H 0.863 -3.190 4.615
C 4.213 -0.417 -1.793
C 4.811 -1.394 -0.806
C 6.102 -1.865 -1.064
C 6.720 -2.786 -0.238
C 6.041 -3.277 0.872
C 4.763 -2.825 1.139
C 4.139 -1.872 0.331
P 2.415 -1.309 0.648
C 2.318 -0.132 2.104
C 3.113 0.803 3.860
C 3.094 2.113 4.545
C 2.009 2.857 4.408
C 0.835 2.373 3.663
C 0.705 1.777 2.241
C -0.202 2.663 1.406
C 1.598 -2.907 0.840
C 1.633 -3.761 1.943
C 0.936 -4.952 1.945
C 0.197 -5.300 0.810
C 0.165 -4.474 -0.295
C 0.861 -3.251 -0.323
C 0.746 -2.326 -1.469
H 4.853 0.462 -1.904
H 3.224 -0.067 -1.514
H 4.134 -0.890 -2.777
H 6.621 -1.497 -1.943
H 7.722 -3.133 -0.465
H 6.501 -4.013 1.521
H 4.237 -3.227 1.995
H 3.730 0.104 4.421
H 3.962 2.447 5.105
H 1.941 3.845 4.851
H -0.042 2.991 3.812
H -1.146 2.845 1.916
H -0.411 2.281 0.412
H 0.325 3.615 1.272
H 2.187 -3.474 2.831
H 0.953 -5.597 2.816
H -0.367 -6.227 0.800
H -0.424 -4.749 -1.164
H 0.147 -2.770 -2.266
H 1.737 -2.067 -1.862
O -2.178 -1.629 -1.019
N -2.727 -2.540 -0.343
N -2.186 -2.743 0.793
O -1.135 -2.103 1.235
C -2.803 -3.731 1.634
C -3.702 -4.654 1.115
C -4.285 -5.575 1.970
C -3.982 -5.577 3.328
C -3.081 -4.646 3.825
C -2.485 -3.719 2.979
H -3.930 -4.646 0.059
H -4.981 -6.301 1.568
H -4.441 -6.302 3.988
H -2.832 -4.637 4.880
H -1.782 -2.987 3.340
C -1.339 0.651 -6.406
N -1.813 -0.322 -5.452
C -3.014 -1.094 -5.676
C -2.733 -2.359 -4.859
O -3.507 -3.286 -4.785
N -1.496 -2.241 -4.251
C -1.016 -1.083 -4.641
N 0.221 -0.635 -4.317
H -1.389 0.247 -7.423
H -0.302 0.906 -6.200
H -1.932 1.564 -6.372
H -3.152 -1.340 -6.732
H -3.911 -0.597 -5.302
H 0.656 -1.109 -3.538
H 0.334 0.369 -4.260
```

Its largest force on an atom is 0.0151 Eh/bohr. As for the lowest unoccupied orbital energy: 1.96 eV. The calculation puts the energy above the lowest of the compared OMol25 structures with the same formula, charge and spin at 3.142 eV. The HOMO energy is -3.47 eV. As for the spin multiplicity: 1. The net charge is -1.

These are the Mulliken partial charges, in e, on atoms 1 to 99:
1 Y -1.0222
2 C -1.3580
3 C -1.4704
4 C 0.2785
5 C 0.2957
6 C -1.0157
7 C -0.6678
8 C -0.2424
9 N 1.1666
10 C 0.1090
11 C -0.7653
12 C -1.2316
13 C 0.2673
14 C -0.1539
15 C -1.8110
16 C 1.3124
17 C 0.8108
18 C -1.3379
19 C 0.2747
20 N 1.1827
21 C -0.1269
22 C -0.9235
23 C 0.2771
24 N 1.2788
25 C -0.3481
26 C -1.1382
27 C 0.9400
28 C 0.8858
29 C -1.1771
30 C -1.1375
31 C -1.2098
32 C -1.2775
33 C 0.8393
34 C 0.3579
35 C -1.3886
36 C -1.4498
37 C -1.2445
38 C -0.8975
39 N 0.7584
40 C -1.5089
41 C -1.2144
42 H 0.4475
43 H 0.2477
44 H 0.2928
45 H 0.3880
46 H 0.6044
47 H 0.4228
48 H 0.2934
49 H 0.2430
50 H 0.4464
51 H -0.1596
52 H 0.1923
53 H 0.5621
54 H 0.3712
55 H 0.4868
56 H 0.4305
57 H 0.2431
58 H 0.7214
59 H 0.2453
60 H -0.0041
61 H 0.3663
62 H 0.4491
63 H 0.2106
64 H 0.4031
65 H 0.2397
66 H 0.5656
67 H 0.0242
68 H 0.1992
69 H 0.4378
70 H 0.2202
71 H 0.1873
72 H 0.6332
73 H 0.2684
74 H 0.4319
75 H 0.3070
76 H 0.3557
77 H 0.5025
78 H 0.1607
79 H 0.4997
80 H 0.1470
81 H 0.4021
82 H 0.4120
83 H -0.3031
84 H 0.6709
85 H 0.6180
86 C -1.3924
87 C 1.2762
88 C -0.5431
89 C -0.9043
90 C -0.6101
91 C -0.4860
92 C 1.1643
93 P 0.8895
94 C 0.1399
95 C -1.0618
96 C -1.4560
97 C -1.5358
98 C -1.0673
99 C 0.7154


5.
This record from the OMol25 dataset describes 2 unconnected molecules or ions with the total composition C3H10OS. The level of theory is ωB97M-V/def2-TZVPD.

Geometry as XYZ:
```
15
C3H10OS ωB97M-V/def2-TZVPD
C -3.038 0.310 -1.222
C -1.554 0.129 -0.905
S -1.147 0.949 0.649
C 0.392 0.112 1.101
H -3.219 0.073 -2.268
H -3.395 1.322 -1.047
H -3.632 -0.359 -0.599
H -0.942 0.560 -1.689
H -1.340 -0.930 -0.829
H 0.311 -0.955 0.915
H 1.235 0.521 0.546
H 0.547 0.306 2.155
O 5.410 -0.970 0.838
H 5.053 -1.037 1.729
H 5.319 -0.031 0.628
```

Its largest force on an atom is 0.0094 Eh/bohr. As for the lowest unoccupied orbital energy: 0.64 eV. The calculation puts the energy above the lowest of the compared OMol25 structures with the same formula, charge and spin at 0.131 eV. The HOMO energy is -8.49 eV. As for the spin multiplicity: 1. The net charge is 0. As for the SMILES: CCSC.O.

Charges obtained by Mulliken population analysis, quoted in units of e:
1 C -1.1557
2 C -0.3300
3 S -0.1071
4 C -0.7879
5 H 0.3379
6 H 0.3219
7 H 0.3107
8 H 0.2968
9 H 0.2927
10 H 0.2566
11 H 0.2572
12 H 0.3082
13 O -0.6377
14 H 0.3178
15 H 0.3186


Number 2 is which compound? C24H46Cl2N5O8


Repeat the third record exactly.
This record from the OMol25 dataset describes CH4ClPS2 in the gas phase at a distorted geometry. The level of theory is ωB97M-V/def2-TZVPD.

Geometry as XYZ:
```
9
CH4ClPS2 ωB97M-V/def2-TZVPD
C -1.054 0.058 0.752
P 0.615 -0.114 0.004
S 1.470 -1.851 0.133
S 0.287 0.576 -1.982
Cl 1.638 1.374 0.896
H -1.467 1.038 0.522
H -1.688 -0.725 0.342
H -0.961 -0.071 1.829
H 1.162 -0.284 -2.495
```

Its largest force on an atom is 0.0222 Eh/bohr. As for the lowest unoccupied orbital energy: 0.39 eV. The calculation puts the energy above the lowest of the compared OMol25 structures with the same formula, charge and spin at 0.000 eV. The HOMO energy is -9.24 eV. As for the spin multiplicity: 1. The net charge is 0. As for the SMILES: C[P@@](=S)(S)Cl.

Charges obtained by Mulliken population analysis, quoted in units of e:
1 C -0.9539
2 P 0.6316
3 S -0.3661
4 S -0.2761
5 Cl -0.2018
6 H 0.3551
7 H 0.3152
8 H 0.3159
9 H 0.1802


Look up the lowest unoccupied orbital energy of the fourth one. 1.96 eV


Number 3 is which compound? CH4ClPS2